154
Properties=species:S:1:pos:R:3:forces:R:3 method="wB97M-V/def2-TZVPD" relative_energy_kj_mol=57.5 e_lumo_ev=0.658 homo_lumo_gap_ev=8.874 energy_ev=-78558.3958 fmax_ev_per_a=2.7 smiles=COCCNCCOC.COCCNCCOC.COCCNCCOC.COCCNCCOC.COCCNCCOC.COCCNCCOC.OCCO
C -3.465 -6.414 4.122 0.0 0.5 -1.5
O -2.680 -5.289 3.730 -0.2 0.0 -0.3
C -3.193 -4.606 2.588 -0.2 0.8 0.3
C -2.159 -3.576 2.077 -0.5 -0.6 0.1
N -2.721 -2.473 1.259 0.1 -1.1 -0.4
C -1.736 -2.120 0.205 -1.0 0.3 0.4
C -2.262 -0.937 -0.566 0.7 0.0 -1.3
O -3.519 -1.196 -1.095 -1.8 0.1 -0.1
C -3.583 -1.871 -2.328 -0.3 -0.5 1.1
H -4.477 -6.120 4.390 -0.1 0.1 0.4
H -2.933 -6.896 4.898 0.3 -0.3 1.1
H -3.566 -7.167 3.321 0.1 0.3 -0.1
H -4.122 -4.046 2.844 0.2 -0.4 -0.1
H -3.403 -5.345 1.811 -0.2 0.0 -0.2
H -1.431 -4.153 1.508 0.4 0.0 -0.1
H -1.655 -3.177 2.952 0.2 0.2 0.1
H -3.541 -2.837 0.747 0.4 0.4 0.5
H -1.587 -2.971 -0.481 0.4 0.2 0.2
H -0.834 -1.784 0.695 0.7 -0.3 0.1
H -1.591 -0.700 -1.438 -0.1 0.0 0.9
H -2.396 -0.059 0.060 0.3 0.0 0.1
H -4.614 -1.852 -2.687 0.2 0.3 0.0
H -3.312 -2.911 -2.208 0.1 -0.6 0.0
H -2.886 -1.447 -3.004 0.6 0.6 -1.1
C 5.303 -0.248 -1.578 1.8 1.1 0.3
O 4.984 -1.025 -0.461 0.6 -0.9 0.4
C 6.150 -1.672 0.118 -0.1 -0.2 -0.3
C 5.749 -2.441 1.385 0.3 1.0 -1.7
N 4.852 -3.571 1.154 0.0 0.2 1.0
C 3.455 -3.116 0.901 0.4 -1.8 -1.2
C 2.490 -4.166 1.458 1.6 0.2 -1.4
O 2.652 -4.266 2.829 0.1 -1.0 1.1
C 2.116 -3.179 3.572 0.8 -0.9 -0.7
H 6.196 0.389 -1.357 -0.1 -0.6 -0.1
H 4.588 0.511 -1.783 -1.4 0.2 0.0
H 5.511 -0.784 -2.500 0.0 -0.5 0.0
H 6.862 -0.892 0.402 0.0 0.2 0.1
H 6.698 -2.327 -0.594 -0.6 0.2 0.0
H 5.217 -1.663 1.927 0.0 0.2 0.9
H 6.672 -2.759 1.915 -0.6 0.1 -0.3
H 4.823 -3.862 2.143 -0.5 -0.9 -0.7
H 3.203 -2.911 -0.165 0.6 -0.2 0.7
H 3.340 -2.234 1.435 -0.7 2.0 0.8
H 2.775 -5.133 1.001 -0.3 0.3 0.4
H 1.506 -3.890 1.117 -0.9 0.0 0.2
H 2.284 -3.419 4.629 -0.7 0.0 -0.2
H 1.110 -3.073 3.174 -0.4 0.6 0.8
H 2.716 -2.311 3.364 -0.1 0.8 -0.1
C -4.230 2.336 4.296 0.5 -1.3 -0.4
O -2.921 1.932 3.798 -1.6 1.0 1.1
C -2.703 0.595 4.109 0.9 0.1 0.7
C -1.495 0.161 3.338 0.2 0.7 0.3
N -0.281 0.933 3.677 -0.3 1.1 -0.4
C 0.327 0.707 4.969 -1.2 1.2 1.4
C 1.332 1.801 5.367 -0.3 1.8 -1.7
O 2.257 2.295 4.336 -1.5 -1.2 1.3
C 3.120 1.277 3.968 1.2 -0.8 -0.9
H -5.008 1.812 3.710 0.2 0.0 0.2
H -4.306 3.366 4.070 -0.1 1.1 0.1
H -4.403 2.104 5.377 0.5 0.3 -0.7
H -3.557 0.021 3.881 -1.1 -1.0 -0.8
H -2.574 0.397 5.191 0.2 0.5 -0.1
H -1.678 0.288 2.271 0.0 -0.1 0.0
H -1.404 -0.885 3.536 0.7 -0.8 0.0
H -0.473 1.950 3.561 0.0 -1.1 0.1
H 0.748 -0.262 4.964 0.6 -1.2 0.1
H -0.425 0.757 5.857 0.9 -0.3 -1.3
H 1.884 1.531 6.260 0.1 -0.1 0.2
H 0.772 2.742 5.501 -0.1 -0.5 0.6
H 3.855 1.014 4.750 -0.4 0.0 0.1
H 3.689 1.697 3.150 0.4 -0.1 -0.3
H 2.648 0.345 3.570 0.0 0.7 0.5
C 1.499 -1.787 -2.426 -1.4 0.8 1.1
O 1.972 -2.630 -3.411 0.6 -0.4 -0.2
C 2.894 -3.540 -2.848 0.1 -0.9 0.0
C 3.549 -4.349 -3.969 -0.7 0.4 0.5
N 2.565 -5.134 -4.669 1.2 -0.8 1.0
C 3.142 -5.928 -5.723 0.5 -0.7 1.6
C 2.102 -6.847 -6.203 -0.2 -0.6 -0.4
O 1.086 -6.033 -6.697 -0.6 0.6 -0.4
C 0.143 -6.832 -7.321 -1.9 0.4 -0.1
H 0.991 -2.341 -1.615 0.0 -0.2 -0.1
H 0.731 -1.134 -2.854 0.3 0.0 -0.1
H 2.238 -1.163 -1.901 0.3 -0.1 -0.5
H 2.362 -4.221 -2.108 0.5 0.6 -0.8
H 3.668 -2.995 -2.297 0.1 0.1 0.1
H 4.284 -5.016 -3.510 0.0 -0.1 0.0
H 4.105 -3.683 -4.642 0.0 0.2 0.0
H 1.693 -4.696 -4.864 -0.3 0.5 -0.4
H 3.996 -6.538 -5.317 -0.6 0.7 -0.3
H 3.487 -5.327 -6.531 0.6 0.5 -1.0
H 1.728 -7.518 -5.419 0.0 0.1 0.2
H 2.428 -7.470 -7.026 0.5 -0.4 -0.3
H 0.541 -7.405 -8.146 0.4 -0.5 -0.2
H -0.674 -6.226 -7.769 0.5 0.0 0.5
H -0.309 -7.479 -6.559 -0.1 -0.3 -0.3
C 1.295 5.249 -1.608 -0.1 0.2 2.0
O 0.629 4.101 -2.022 0.7 -1.0 -0.2
C -0.417 4.349 -2.907 -0.5 0.3 -0.7
C -1.251 3.085 -3.033 -0.4 -0.1 0.5
N -2.508 3.326 -3.718 -0.6 0.1 0.9
C -3.577 2.343 -3.420 0.3 0.8 -0.9
C -4.319 2.618 -2.123 0.0 1.6 1.0
O -3.519 2.192 -1.050 1.4 -1.5 0.7
C -4.074 2.089 0.264 0.0 1.2 -1.1
H 1.654 5.887 -2.376 0.3 0.4 -1.2
H 2.150 4.967 -0.977 -0.3 -0.1 -0.2
H 0.610 5.836 -0.974 0.2 0.1 -0.1
H -0.063 4.652 -3.914 0.2 -0.1 0.2
H -0.974 5.230 -2.555 -0.4 -0.4 0.1
H -1.441 2.642 -2.040 -0.1 0.6 -0.2
H -0.720 2.306 -3.555 0.8 -0.3 -0.3
H -2.380 3.530 -4.700 -0.1 -0.4 0.1
H -3.179 1.341 -3.248 0.1 -0.4 -0.6
H -4.232 2.400 -4.322 0.1 -0.4 0.9
H -5.317 2.155 -2.096 0.1 0.1 -0.1
H -4.346 3.709 -1.914 -0.9 -0.4 -0.8
H -3.355 1.545 0.906 -0.4 0.6 -0.3
H -4.996 1.530 0.166 -0.4 -0.2 0.4
H -4.281 3.140 0.619 0.1 -1.1 0.2
C 1.920 5.743 2.724 0.5 0.7 -1.7
O 0.758 5.716 1.928 -0.6 -0.7 0.0
C -0.129 4.656 2.336 0.8 0.0 -1.0
C -1.249 4.485 1.340 -0.1 0.8 -0.7
N -1.925 5.797 1.054 -0.8 -2.5 0.7
C -2.856 5.664 -0.082 1.0 -0.7 0.3
C -2.917 6.981 -0.769 -0.1 0.3 -0.8
O -4.037 7.139 -1.562 -1.5 -0.5 -1.2
C -4.010 6.342 -2.743 -0.2 1.7 -0.8
H 1.710 5.888 3.748 -0.4 -0.6 1.5
H 2.435 6.671 2.476 0.2 -0.1 -0.4
H 2.569 4.892 2.473 -0.1 0.1 0.5
H -0.527 4.929 3.290 -0.3 -0.1 0.9
H 0.431 3.692 2.365 -0.2 0.5 0.3
H -1.939 3.738 1.766 0.0 0.3 -0.2
H -0.834 4.075 0.386 -0.2 0.0 0.5
H -1.172 6.407 0.850 0.6 0.9 -0.5
H -3.885 5.409 0.214 0.3 0.1 0.3
H -2.512 4.845 -0.743 -0.1 0.2 0.0
H -2.085 7.242 -1.419 0.9 -0.3 0.3
H -3.030 7.727 -0.026 0.2 0.9 0.9
H -3.961 5.270 -2.581 0.2 0.2 -0.1
H -3.220 6.717 -3.433 0.3 -0.6 0.6
H -4.892 6.623 -3.333 -0.2 -0.4 0.5
O 1.935 1.435 -1.283 0.3 2.0 -1.3
C 1.128 1.143 -0.189 0.1 -0.4 0.7
C 2.010 0.403 0.836 -0.3 -0.1 -0.2
O 1.234 -0.344 1.743 0.2 -0.7 -0.4
H 1.582 2.257 -1.714 0.4 -0.9 0.4
H 0.667 2.049 0.281 0.3 -0.5 -0.3
H 0.341 0.494 -0.567 -0.5 -0.3 0.5
H 2.642 1.120 1.358 0.0 0.3 0.0
H 2.700 -0.318 0.390 -0.2 0.3 -0.5
H 0.748 0.260 2.308 -0.5 0.5 0.8